117
Properties=species:S:1:pos:R:3:forces:R:3:mulliken_charge:R:1 method="wB97M-V/def2-TZVPD" spin_multiplicity=1 orbital_gap_ev=8.39 charge=+1
Cs 1.59079 0.62219 0.92501 0.185 -0.278 -0.016 1.068
C 1.94340 1.52559 5.40565 0.481 0.919 -0.019 -0.979
C 1.59270 0.10220 5.75679 -0.973 0.216 1.129 -0.907
S 0.59772 -0.70582 4.49937 -0.194 -0.117 -0.439 0.208
C 1.02873 -2.45996 4.70957 -0.078 0.115 -0.092 -0.932
C 2.44613 -2.83247 4.28277 0.371 0.949 -0.043 -1.007
S 2.53788 -2.67742 2.46387 -0.501 0.021 0.196 0.649
C 4.26090 -3.02563 2.09668 -0.291 -0.042 0.362 -0.897
C 5.20567 -2.00810 2.67983 0.496 0.213 -0.493 -0.926
S 4.94025 -0.36679 1.97587 0.148 0.679 0.075 0.062
C 5.47105 0.67996 3.39893 -0.289 -0.330 -0.962 -1.085
C 4.43499 0.76294 4.49066 0.783 -0.236 1.288 -0.117
S 3.04425 1.77744 3.99180 -0.285 -0.146 -0.303 0.305
H 2.41377 2.06009 6.23354 0.094 -0.440 0.305 0.488
H 1.08171 2.16365 5.21178 -0.303 -0.288 -0.278 0.374
H 1.00215 0.14024 6.70897 0.543 -0.159 -0.675 0.426
H 2.47415 -0.48973 5.93246 0.345 -0.154 0.163 0.415
H 0.30128 -2.95300 4.06856 -0.099 -0.173 -0.092 0.273
H 0.79950 -2.77320 5.72780 0.186 0.036 0.061 0.588
H 2.71159 -3.83766 4.56402 -0.135 -0.527 0.118 0.511
H 3.17004 -2.17242 4.80463 -0.312 -0.243 -0.430 0.171
H 4.31822 -3.10076 1.02387 -0.001 0.214 -0.522 0.069
H 4.48593 -4.01962 2.44535 0.248 -0.411 0.325 0.525
H 6.24624 -2.28024 2.52024 0.080 -0.186 -0.143 0.499
H 5.07212 -1.94243 3.73624 -0.168 0.035 0.837 0.432
H 5.68346 1.66646 3.01270 -0.002 0.291 -0.333 0.449
H 6.42524 0.27721 3.70043 0.190 -0.161 0.523 0.495
H 4.89818 1.21905 5.39605 -0.230 -0.172 -0.512 0.388
H 4.16240 -0.25874 4.79439 -0.251 0.334 -0.221 -0.248
C -1.00328 6.87183 1.89657 0.444 0.127 0.446 -1.371
C 0.24004 6.06937 1.56831 0.048 0.283 -0.299 0.600
C 1.40784 6.69551 1.12282 -0.117 -0.239 0.098 -0.702
C 2.52616 5.93477 0.81430 0.204 -0.112 -0.089 -0.717
C 2.41321 4.56156 0.96659 -0.286 0.154 0.214 0.080
Br 4.00118 3.55398 0.59547 -0.355 -0.223 0.012 -0.067
N 1.32076 3.93702 1.38020 0.642 -0.364 -0.163 0.266
C 0.25835 4.67752 1.68072 -0.166 0.783 -0.108 -0.165
H -0.78349 7.95651 1.87172 -0.180 -0.585 -0.068 0.397
H -1.30084 6.62146 2.92414 -0.175 0.142 -0.270 0.344
H -1.83871 6.65303 1.22349 0.168 0.008 0.088 0.270
H 1.43572 7.77504 1.03015 0.024 -0.031 -0.037 0.392
H 3.47869 6.33968 0.46099 -0.520 0.076 0.179 0.460
H -0.65275 4.16924 1.99656 0.421 0.083 -0.037 0.283
C -3.61210 -1.99945 -6.50635 -0.612 0.453 0.687 -2.269
C -3.42815 -1.75029 -4.99682 0.031 -0.261 -0.443 2.326
C -4.80925 -1.97534 -4.35790 0.212 0.889 0.694 -1.716
C -2.43852 -2.71286 -4.35846 0.316 -0.785 0.271 -0.031
C -2.25756 -4.03956 -4.77170 -0.158 0.447 0.005 -0.525
C -1.47559 -4.92140 -4.05126 0.164 -0.408 -0.008 -1.580
C -0.77402 -4.50084 -2.91398 -0.201 -0.808 -0.769 -0.214
C -0.90862 -3.20085 -2.46989 -0.113 0.224 0.300 0.015
P -0.08968 -2.52872 -0.95654 -0.436 0.525 -0.030 0.760
C 1.29164 -3.68599 -0.75264 0.115 0.753 -0.447 0.497
C 1.30143 -4.86079 -0.04609 0.109 -0.487 0.149 0.143
C 2.45756 -5.62738 -0.07437 0.353 -0.281 -0.198 -0.783
C 3.58527 -5.25359 -0.80434 -1.726 0.299 0.657 -0.700
C 3.56151 -4.06075 -1.49059 1.319 -0.338 -0.305 -0.613
C 2.45634 -3.28303 -1.42959 -1.305 0.299 -0.078 -0.854
C -1.31038 -2.97630 0.34470 0.093 -0.102 -0.214 0.471
C -1.97568 -4.19739 0.42082 0.337 -0.640 -0.574 -0.513
C -2.80220 -4.51804 1.47092 0.151 -0.106 0.520 -0.680
C -3.04141 -3.60854 2.49268 -0.312 0.400 -0.398 -0.738
C -2.50049 -2.33745 2.36132 0.301 0.404 0.794 -0.415
C -1.60179 -2.04658 1.32779 -0.379 0.688 0.624 -0.165
C -1.77566 -2.36246 -3.18523 -0.203 0.287 -0.445 0.402
O -1.98479 -1.11844 -2.65722 -0.038 0.665 0.557 -0.444
C -2.38018 -0.08031 -3.46499 0.810 0.459 -0.104 -0.461
C -2.07284 1.23033 -3.03755 -0.239 -0.311 0.063 -0.299
C -2.51201 2.29958 -3.82901 0.250 -0.340 0.459 -0.263
C -3.12819 2.08936 -5.03770 -0.024 -1.141 -0.281 -1.495
C -3.31708 0.77650 -5.48428 -0.200 0.057 0.450 -0.316
C -2.97660 -0.32697 -4.69866 -0.493 0.231 0.129 0.217
P -1.05534 1.47904 -1.51803 -0.759 -0.258 0.549 1.449
C -2.27799 2.09282 -0.22760 0.828 -0.076 0.528 0.334
C -3.62810 2.34869 -0.43084 0.104 -0.495 0.020 -0.160
C -4.44280 2.75686 0.63314 0.277 0.150 -0.163 -0.830
C -3.93218 2.92095 1.92531 0.516 -0.459 -1.146 -0.929
C -2.58186 2.65557 2.14944 -0.114 -0.027 -0.537 -0.989
C -1.76894 2.25227 1.08253 -0.113 0.005 0.073 0.390
C -0.13327 2.99093 -1.92495 0.392 0.089 -0.303 0.528
C -0.59522 4.28960 -1.71849 -0.096 -0.700 0.355 -0.096
C 0.16509 5.34360 -2.16730 -0.099 1.415 0.230 -0.738
C 1.39180 5.14620 -2.77888 0.043 -0.076 -0.702 -0.681
C 1.88891 3.85733 -2.96109 -0.292 0.293 0.000 -0.717
C 1.12247 2.79012 -2.53574 -0.675 0.054 0.622 -0.841
H -3.97937 -3.00616 -6.67547 0.351 -0.224 -0.130 0.539
H -2.70843 -1.76427 -7.03947 0.331 -0.161 -0.453 0.425
H -4.43398 -1.36972 -6.86996 0.301 0.049 0.000 0.511
H -5.22455 -2.91925 -4.63959 -0.097 -0.802 -0.128 0.458
H -5.48517 -1.20932 -4.74433 -0.060 0.072 0.254 0.394
H -4.74875 -1.92264 -3.25554 -0.162 0.067 -0.458 0.365
H -2.75793 -4.38848 -5.66209 -0.060 -0.070 -0.048 0.299
H -1.43463 -5.96637 -4.38648 0.195 0.512 0.208 0.383
H -0.12997 -5.24303 -2.44128 -0.082 0.420 0.177 0.443
H 0.42360 -5.20091 0.49884 0.209 0.074 -0.061 0.407
H 2.47212 -6.57799 0.42145 -0.005 -0.310 0.321 0.449
H 4.40445 -5.89547 -0.81813 1.356 -0.910 -0.106 0.487
H 4.40795 -3.74025 -2.09085 -0.011 -0.066 0.110 0.403
H 2.45527 -2.38447 -2.01107 -0.188 0.595 -0.140 0.411
H -1.82414 -4.97977 -0.32678 0.076 0.394 0.000 0.439
H -3.18302 -5.52009 1.52489 -0.349 -0.238 0.014 0.409
H -3.70516 -3.85926 3.31450 0.149 0.052 -0.055 0.422
H -2.70809 -1.56465 3.12697 0.130 -0.523 -0.575 0.393
H -1.18076 -1.03453 1.33422 0.013 -0.385 -0.283 0.343
H -2.35553 3.30220 -3.47911 0.143 0.332 0.078 0.564
H -3.47920 2.89874 -5.64131 -0.054 0.409 -0.212 0.481
H -3.83541 0.61731 -6.41676 0.054 -0.027 -0.155 0.325
H -4.01316 2.10988 -1.42520 -0.243 0.443 0.320 0.414
H -5.47266 2.99133 0.41265 -0.196 -0.103 0.149 0.444
H -4.56159 3.21227 2.73407 -0.398 0.236 0.379 0.497
H -2.18150 2.80136 3.14991 0.094 -0.163 -0.157 0.613
H -0.70298 2.09389 1.29113 -0.552 0.063 -0.188 -0.508
H -1.52850 4.42977 -1.17177 0.125 0.150 -0.288 0.508
H -0.20065 6.37840 -2.03520 0.203 -0.664 -0.089 0.412
H 1.89411 5.99467 -3.23616 0.144 -0.094 0.337 0.419
H 2.82678 3.68499 -3.46687 0.120 0.049 0.023 0.487
H 1.47401 1.77582 -2.63565 0.135 -0.222 -0.209 0.517

19
Properties=species:S:1:pos:R:3:forces:R:3:mulliken_charge:R:1 method="wB97M-V/def2-TZVPD" spin_multiplicity=2 orbital_gap_ev="3.18 / 6.76" charge=-2
C 1.04869 -0.14614 -2.14283 -0.802 -0.886 0.249 -0.249
O 1.41797 -1.02669 -3.10182 0.096 -0.119 0.311 -0.944
C -0.39065 -0.42366 -1.49582 0.548 1.169 -1.462 -0.648
C -0.80661 0.68183 -0.49844 0.599 -0.514 -0.156 -1.254
C 0.05192 0.80802 0.79366 -1.046 -0.339 -0.053 -2.027
C 0.30978 -0.53609 1.53072 0.068 1.266 0.617 -1.125
N -0.47717 -0.72498 2.76412 0.126 -0.486 -0.224 -2.196
H 1.65474 -0.09525 -1.21005 0.684 -0.161 -0.059 0.102
H 1.08019 0.88919 -2.54300 -0.430 0.481 0.222 0.188
H -1.07678 -0.39350 -2.35933 -0.093 0.010 0.153 0.383
H -0.41908 -1.46292 -1.17082 0.114 0.042 0.443 0.257
H -0.68354 1.62557 -1.04594 -0.200 0.041 0.053 0.257
H -1.87202 0.57766 -0.27214 0.012 0.057 0.332 0.803
H -0.50679 1.43523 1.49517 0.098 0.096 -0.037 1.273
H 0.96614 1.35219 0.56353 0.201 -0.182 -0.083 0.252
H 0.10739 -1.35341 0.86022 0.235 -0.404 -0.137 0.247
H 1.35415 -0.53690 1.85548 0.033 -0.362 -0.231 0.725
H -1.46888 -0.69555 2.54672 -0.172 0.166 0.081 0.773
H -0.28944 0.02541 3.43055 -0.071 0.123 -0.021 1.184

112
Properties=species:S:1:pos:R:3:forces:R:3:mulliken_charge:R:1 method="wB97M-V/def2-TZVPD" spin_multiplicity=3 orbital_gap_ev="6.72 / 5.37"
Pd -0.12703 0.49210 -1.48483 0.018 0.428 0.046 -1.235
C -2.57957 -5.10671 3.35998 -0.002 -0.019 0.027 -1.612
C -3.23190 -3.75031 3.05606 0.058 0.024 -0.004 1.855
C -3.55950 -3.03478 4.37454 -0.029 0.008 0.028 -1.555
C -4.54105 -3.99707 2.30736 -0.001 -0.014 -0.024 -2.118
C -2.25765 -2.90044 2.24761 0.075 0.006 0.045 -0.621
C -2.51821 -2.46773 0.97847 0.095 0.037 0.081 -0.680
C -1.58558 -1.66553 0.29002 0.120 0.003 0.171 0.140
Se -1.93935 -1.13141 -1.43271 -0.167 -0.079 -0.262 -0.105
C -1.16151 1.69974 -0.25616 -0.180 -0.072 -0.211 -1.695
C -2.37381 1.78635 0.38122 0.101 -0.074 0.053 0.251
C -2.52888 2.82180 1.31046 0.042 0.049 0.000 -0.388
C -1.44412 3.67253 1.52292 0.003 0.014 0.000 0.348
C -0.19938 3.57784 0.88934 -0.057 0.119 0.125 -1.206
C -0.08679 2.54957 -0.05263 0.316 0.008 -0.052 2.893
O 0.96306 2.19532 -0.82121 -0.149 0.034 0.087 -0.758
C 0.90853 4.56502 1.26088 0.004 -0.064 -0.027 2.022
C 0.49422 5.97535 0.82087 -0.003 0.021 0.001 -1.779
C 1.13114 4.55086 2.78094 0.003 -0.012 -0.005 -1.680
C 2.24687 4.22528 0.59650 0.051 0.038 0.001 -1.922
C -3.82238 3.03170 2.10147 0.021 -0.007 -0.007 2.084
C -4.86745 1.96575 1.77115 -0.035 -0.020 0.003 -2.078
C -4.41704 4.40869 1.77735 0.009 0.020 -0.032 -1.709
C -3.52536 2.95503 3.60567 0.023 -0.028 0.032 -1.613
C -0.33882 -1.27414 0.91323 -0.105 -0.200 0.159 0.136
O 0.49124 -0.53120 0.30985 0.145 -0.003 -0.062 0.926
C -0.04816 -1.77505 2.24242 -0.020 0.111 -0.143 -0.262
C -1.00583 -2.54011 2.83722 -0.162 -0.146 0.021 0.051
C 1.24855 -1.47862 3.02024 -0.050 0.021 -0.083 2.351
C 0.88162 -0.75682 4.32593 -0.013 0.020 0.026 -1.789
C 1.92904 -2.81693 3.34802 0.025 -0.016 0.022 -1.799
C 2.28455 -0.60710 2.29421 0.044 -0.057 -0.017 -2.158
H -3.26455 -5.73207 3.93781 0.015 0.005 -0.004 0.471
H -1.66147 -4.99158 3.93926 -0.018 -0.005 -0.010 0.305
H -2.33108 -5.63212 2.43556 -0.012 0.008 0.006 0.327
H -4.26590 -3.63238 4.95577 0.012 0.012 0.000 0.466
H -4.01156 -2.05888 4.18473 0.006 -0.018 -0.005 0.286
H -2.67115 -2.87999 4.98885 -0.010 -0.001 -0.018 0.309
H -5.21622 -4.57719 2.93923 0.007 0.006 -0.006 0.453
H -4.38124 -4.56318 1.38718 0.013 0.019 0.007 0.364
H -5.04140 -3.06054 2.05282 0.001 -0.010 0.019 0.366
H -3.44584 -2.71227 0.48102 -0.005 -0.008 -0.030 0.610
H -3.16063 1.07060 0.18928 -0.012 0.009 -0.015 0.630
H -1.57135 4.47154 2.24621 0.009 -0.009 -0.008 0.313
H -0.42677 6.29367 1.31363 0.008 -0.009 -0.004 0.298
H 0.32603 6.00534 -0.25779 0.009 0.000 0.011 0.353
H 1.27899 6.69661 1.06661 -0.014 -0.010 0.001 0.462
H 0.24096 4.85484 3.33316 -0.005 -0.002 -0.014 0.314
H 1.93874 5.23874 3.04555 -0.010 -0.008 -0.004 0.498
H 1.40988 3.54941 3.11701 0.002 0.014 -0.007 0.237
H 2.18814 4.28832 -0.49008 -0.013 0.002 0.038 0.266
H 2.57464 3.21495 0.84690 -0.017 0.028 0.013 0.311
H 2.99931 4.93631 0.95006 0.016 -0.008 -0.021 0.480
H -5.15028 1.98989 0.71638 0.005 0.010 0.016 0.359
H -5.76826 2.14257 2.36353 0.009 -0.007 -0.013 0.458
H -4.50383 0.96151 2.00402 -0.004 0.026 0.005 0.315
H -4.65064 4.48523 0.71306 0.002 0.000 0.017 0.352
H -3.71947 5.21116 2.02491 -0.016 -0.019 -0.005 0.299
H -5.33704 4.57333 2.34527 0.014 -0.007 -0.007 0.464
H -3.09766 1.98283 3.86265 -0.012 0.016 -0.005 0.280
H -4.44292 3.09297 4.18454 0.008 -0.004 -0.015 0.463
H -2.81553 3.72386 3.91557 -0.013 -0.013 -0.011 0.303
H -0.80631 -2.90739 3.83793 -0.031 0.009 -0.032 0.378
H 0.21802 -1.35284 4.95561 0.014 0.008 -0.022 0.278
H 0.38325 0.19130 4.11201 0.012 -0.013 -0.004 0.331
H 1.78710 -0.54457 4.89942 -0.006 -0.003 -0.004 0.489
H 1.29658 -3.46484 3.95793 0.006 0.018 -0.016 0.287
H 2.85581 -2.63656 3.89810 -0.013 -0.007 0.001 0.499
H 2.17838 -3.35556 2.43059 0.006 0.008 0.007 0.294
H 1.90185 0.38072 2.04460 -0.020 0.003 0.013 0.152
H 2.63972 -1.06396 1.36919 -0.019 0.008 0.020 0.179
H 3.14317 -0.49031 2.96220 -0.016 0.011 -0.002 0.654
I -0.54983 2.14490 -3.72266 -0.095 -0.091 0.275 0.244
C 0.51879 1.56736 -5.42972 0.044 -0.093 0.028 0.107
C 0.12562 2.34409 -6.48626 0.093 -0.039 -0.213 -0.753
C 0.72729 2.23418 -7.75208 -0.095 0.064 0.065 -0.872
C 1.73098 1.33938 -7.91589 0.078 -0.072 0.005 -0.833
C 2.16138 0.51614 -6.84550 -0.011 -0.004 0.012 0.958
C 3.22445 -0.37656 -7.11691 -0.027 0.057 -0.060 -0.800
C 3.70721 -1.19982 -6.15414 0.028 -0.047 0.060 -1.249
C 3.11351 -1.16579 -4.88479 0.039 -0.062 -0.034 -0.462
C 2.06806 -0.33664 -4.55159 -0.031 0.139 0.000 0.643
P 1.52092 -0.66716 -2.81110 0.013 -0.198 -0.077 1.728
C 3.08766 -0.60109 -1.88139 -0.020 -0.010 0.002 1.178
C 3.50807 0.65775 -1.45554 0.019 0.002 0.060 -0.930
C 4.68400 0.78817 -0.73082 0.003 -0.039 0.006 -0.597
C 5.43853 -0.33333 -0.41297 -0.032 0.015 -0.011 -0.638
C 5.01762 -1.58996 -0.82668 -0.021 0.043 -0.008 -0.920
C 3.84747 -1.72351 -1.56068 0.081 -0.031 -0.003 0.041
C 1.07344 -2.43321 -2.87558 -0.005 0.006 0.018 0.672
C 1.08505 -3.16211 -1.68445 -0.073 -0.003 0.029 -0.342
C 0.61251 -4.46399 -1.65373 -0.023 0.008 -0.006 -1.014
C 0.09887 -5.04789 -2.80520 0.016 0.023 0.004 -0.798
C 0.06323 -4.32290 -3.98641 0.035 0.026 0.024 -0.750
C 0.55196 -3.02263 -4.02317 -0.003 -0.018 0.014 -0.818
C 1.55800 0.58063 -5.54434 -0.056 0.027 -0.053 0.573
H -0.66286 3.07085 -6.34715 0.005 -0.001 -0.011 0.403
H 0.39384 2.86488 -8.56529 -0.003 -0.009 0.016 0.386
H 2.22968 1.23328 -8.87152 0.005 -0.008 0.018 0.363
H 3.64633 -0.37827 -8.11496 -0.016 0.003 0.012 0.377
H 4.52532 -1.87957 -6.35176 -0.006 0.007 0.012 0.445
H 3.49987 -1.84510 -4.13613 -0.003 0.000 -0.001 0.333
H 2.89838 1.53136 -1.64640 -0.028 0.019 -0.010 0.229
H 4.99660 1.76937 -0.39668 -0.001 -0.009 -0.002 0.428
H 6.34797 -0.23045 0.16544 -0.005 0.003 -0.004 0.410
H 5.59629 -2.46957 -0.57455 -0.001 0.004 -0.004 0.419
H 3.52394 -2.71091 -1.86784 0.066 0.054 -0.019 0.426
H 1.45876 -2.70205 -0.77642 -0.065 -0.025 -0.018 0.426
H 0.63427 -5.01851 -0.72387 -0.006 0.006 -0.003 0.462
H -0.27630 -6.06295 -2.78007 -0.001 0.008 0.008 0.404
H -0.34341 -4.76790 -4.88559 0.002 0.009 0.005 0.425
H 0.51759 -2.46890 -4.95234 0.012 0.025 -0.031 0.445

In the order shown, the computed energy above the lowest of the compared OMol25 structures with the same formula, charge and spin values come out to 0.00; 8.89; 13.32 kcal per mole.
In the order shown, the computed calculated total energy values come out to -191881.5746; -8912.2718; -143069.1776 eV.